Entry 1:
DFT (wB97M-V/def2-TZVPD) results for a cluster of 4 separate species, CH11N2O3 in total in a non-equilibrium geometry.

XYZ file:
```
17
Properties=species:S:1:pos:R:3:forces:R:3:mulliken_spin:R:1
N -1.287852 -1.183117 1.131166 -0.419 0.349 -0.141 0.1093
C -0.916313 -1.830721 -0.031266 0.650 -0.438 -0.028 0.7839
N -0.501727 -1.135000 -1.170432 -0.421 -0.627 0.971 0.1489
H -0.846166 -0.346780 1.511557 -0.129 -0.844 -0.402 -0.0323
H -1.844249 -1.725956 1.760834 -0.007 0.079 0.163 -0.0081
H -1.219974 -2.857141 -0.156748 -0.131 0.058 -0.041 0.0345
H -0.341764 -1.744978 -1.943824 0.194 0.542 -0.476 -0.0254
H -0.490942 -0.133162 -1.217059 -0.153 -0.093 -0.429 -0.0275
H -0.013621 1.827521 2.070212 0.131 0.311 -0.064 -0.0003
H -0.676516 1.197968 3.294381 0.015 -0.017 0.005 -0.0008
O -0.611772 1.131070 2.336493 0.057 0.493 0.461 0.0107
H -0.087442 2.088402 -2.837933 0.279 -0.016 -0.062 -0.0020
H 0.979083 1.469151 -1.856024 0.072 -0.040 -0.329 0.0002
O 0.043342 1.645566 -1.997428 -0.213 0.129 0.416 0.0083
H 2.041347 0.777457 0.240923 0.358 0.293 0.015 0.0006
H 3.268144 0.620550 -0.769316 -0.035 0.412 0.390 0.0002
O 2.506422 0.199169 -0.365537 -0.248 -0.590 -0.449 -0.0002
```
Positions in Å, forces in eV/Å.

**Multiplicity**: 2
**Relative energy (zero: lowest compared OMol25 entry of this formula, charge and spin)**: 3.7 kcal per mole
**Frontier orbital gap (alpha / beta)**: 3.965 / 8.224 eV
**Maximum force**: 1.230 eV/Å

Entry 2:
DFT (wB97M-V/def2-TZVPD) results for a cluster of 4 separate species, CH11N2O3 in total in a non-equilibrium geometry.

XYZ file:
```
17
Properties=species:S:1:pos:R:3:forces:R:3:lowdin_charge:R:1
N 1.768891 -0.104714 -0.271827 -0.281 -0.493 0.235 0.1889
C 1.312224 -0.904169 -1.217347 0.176 0.161 1.031 -0.1723
N 0.148809 -0.801847 -1.782097 -0.403 0.170 0.326 0.1901
H 1.159690 0.366943 0.396325 0.095 0.302 -0.289 0.0970
H 2.682734 -0.311857 0.095365 0.038 -0.040 0.142 0.1292
H 1.932294 -1.763977 -1.438955 0.311 0.343 -0.777 0.1618
H -0.051859 -1.460442 -2.497918 -0.217 -0.570 -0.511 0.1260
H -0.706527 -0.370377 -1.361625 0.568 -0.177 -0.138 0.0797
H 0.222797 0.161982 2.756241 -0.853 0.485 -0.093 0.0326
H 1.392999 -0.545253 3.244301 0.597 -0.033 0.093 0.0552
O 1.170453 0.203911 2.682537 0.187 -0.421 -0.103 -0.0389
H -2.824543 -1.013724 -0.236830 0.286 -0.254 -0.683 0.0910
H -2.283754 0.340601 -0.024578 0.421 0.475 -0.223 0.0337
O -2.234222 -0.376350 -0.675374 -0.943 -0.117 1.019 -0.0561
H -1.707636 2.654702 0.521862 0.466 -0.341 0.245 0.0827
H -0.910584 1.998805 -0.571002 0.141 0.090 0.118 0.0543
O -1.071767 1.925765 0.380922 -0.591 0.420 -0.391 -0.0549
```
Positions in Å, forces in eV/Å.

**Relative energy (zero: lowest compared OMol25 entry of this formula, charge and spin)**: 20.5 kcal per mole
**Frontier orbital gap**: 11.892 eV
**Maximum force**: 1.393 eV/Å
**Net charge**: +1

Entry 3:
DFT (wB97M-V/def2-TZVPD) results for a cluster of 4 separate species, CH11NO3 in total in a non-equilibrium geometry.

XYZ file:
```
16
Properties=species:S:1:pos:R:3:forces:R:3:mulliken_spin:R:1
C -1.312418 0.942990 -0.124549 1.267 -0.946 -1.300 1.3028
N -1.092978 1.053331 -1.614691 -0.194 0.604 0.985 0.6069
H -1.496661 1.897703 0.362830 -0.741 -0.022 0.116 -0.2719
H -0.361347 0.592558 0.306698 -0.245 0.150 -0.203 -0.0459
H -2.012969 0.114739 -0.007203 -0.329 0.480 0.545 -0.3446
H -2.002282 1.102274 -2.070363 0.011 -0.098 0.057 -0.4677
H -0.702710 1.984890 -1.740371 0.231 -0.107 -0.361 -0.0568
H -0.198187 0.693306 2.561461 0.255 0.000 0.118 -0.0115
H 0.494795 -0.467655 1.848577 0.263 0.409 1.102 0.0914
O 0.648806 0.226850 2.549611 -0.540 -0.244 -0.581 0.0945
H 0.296994 -1.523498 0.223290 0.268 -0.368 -0.277 0.0736
H 1.526301 -1.820615 1.075358 0.286 -0.107 -0.427 -0.0472
O 0.590543 -2.038045 0.994429 -0.513 0.059 0.352 -0.2083
H 1.147131 -0.543816 -1.540460 0.089 -0.267 -0.463 -0.0336
H 2.451025 -1.468644 -1.654037 -0.433 -0.069 -0.320 -0.4979
O 2.023957 -0.746366 -1.170579 0.326 0.528 0.656 0.8163
```
Positions in Å, forces in eV/Å.

**Multiplicity**: 2
**Relative energy (zero: lowest compared OMol25 entry of this formula, charge and spin)**: 9.9 kcal per mole
**Frontier orbital gap (alpha / beta)**: 2.917 / 10.290 eV
**Maximum force**: 2.047 eV/Å
**Net charge**: -1

Entry 4:
DFT (wB97M-V/def2-TZVPD) results for a cluster of 5 separate species, CH11NO5 in total in a non-equilibrium geometry.

XYZ file:
```
18
Properties=species:S:1:pos:R:3:forces:R:3:lowdin_charge:R:1
C 0.046380 1.193229 2.449787 0.712 0.150 -0.854 -0.4100
N 1.068510 1.228625 1.563831 0.425 0.174 -0.182 0.1356
O -0.408347 0.169497 2.900164 -0.684 -0.346 0.306 -0.0048
H -0.360415 2.195238 2.636074 -0.011 0.061 0.455 0.1288
H 1.622770 2.055379 1.424049 -0.373 0.224 -0.052 0.0953
H 1.433101 0.397024 1.124537 -0.151 -0.356 0.314 0.0873
H 0.482727 1.805640 -3.167092 0.052 0.017 -0.010 0.0227
H -0.905994 1.195774 -3.205114 -0.152 -0.190 0.080 -0.0125
O -0.321664 1.791634 -3.691133 0.044 0.080 -0.007 -0.0710
H -1.710749 -0.684497 -1.403094 -0.253 0.274 0.334 0.0005
H -2.974463 0.033705 -1.986750 -0.071 -0.101 0.266 0.0434
O -2.058843 -0.188575 -2.155381 0.349 0.063 -0.603 -0.0527
H 3.163350 -2.360298 0.632155 0.141 0.153 -0.057 0.0373
H 1.744836 -2.813883 0.459513 -0.016 0.265 -0.130 0.0356
O 2.330892 -2.076359 0.240630 -0.085 -0.319 0.231 -0.0573
H -1.246074 -0.865143 1.344055 0.182 0.182 0.040 0.0258
H -0.865126 -2.011435 0.414358 0.004 0.017 0.013 0.0490
O -1.040892 -1.065555 0.419411 -0.112 -0.349 -0.144 -0.0530
```
Positions in Å, forces in eV/Å.

**Relative energy (zero: lowest compared OMol25 entry of this formula, charge and spin)**: 13.6 kcal per mole
**Frontier orbital gap**: 10.782 eV
**SMILES**: NC=O.O.O.O.O
**Maximum force**: 1.122 eV/Å

Entry 5:
DFT (wB97M-V/def2-TZVPD) results for a cluster of 5 separate species, CH11O4S in total.

XYZ file:
```
17
Properties=species:S:1:pos:R:3:forces:R:3:lowdin_charge:R:1
C 0.989060 0.418224 -2.518841 -0.444 0.289 0.088 -0.6370
S -0.461169 0.259577 -1.390973 0.143 -0.333 -0.111 0.2010
H 1.416377 -0.547315 -2.788492 0.052 -0.011 0.034 -0.0123
H 0.662648 0.923834 -3.430699 0.066 -0.113 -0.091 -0.0223
H 1.760159 1.053719 -2.077134 0.072 -0.154 0.075 -0.0084
H 0.346313 -3.189095 -0.186434 -0.092 -0.140 -0.071 0.0182
H -0.553210 -2.569825 -1.198426 -0.109 0.266 -0.146 -0.0445
O -0.315273 -3.441034 -0.843922 0.201 0.133 0.200 -0.1133
H -2.157450 1.456779 2.419810 0.388 -0.062 -0.107 0.0359
H -2.435343 2.441338 1.318668 0.186 0.066 -0.312 0.0337
O -1.703831 2.054778 1.809029 -0.473 -0.042 0.484 -0.0658
H 0.722661 0.986877 0.250525 0.250 -0.079 -0.158 -0.1181
H 0.604386 1.314747 1.694886 0.153 0.425 -0.072 -0.0135
O 1.302678 1.204974 1.032867 -0.341 -0.110 0.261 -0.1717
H 0.661885 -0.484913 2.023081 -0.261 -0.036 -0.060 0.0080
H -0.652413 -1.051687 1.533130 0.083 0.169 -0.017 0.0117
O -0.187478 -0.830978 2.352925 0.127 -0.268 0.005 -0.1016
```
Positions in Å, forces in eV/Å.

**Relative energy (zero: lowest compared OMol25 entry of this formula, charge and spin)**: 13.3 kcal per mole
**Frontier orbital gap**: 6.582 eV
**Maximum force**: 0.678 eV/Å
**Net charge**: -1

Entry 6:
DFT (wB97M-V/def2-TZVPD) results for a cluster of 5 separate species, CH11O4S in total in a non-equilibrium geometry.

XYZ file:
```
17
Properties=species:S:1:pos:R:3:forces:R:3:lowdin_charge:R:1
C -0.557741 -1.278665 -1.133581 2.437 0.659 0.103 -0.5952
S 0.292004 -0.286814 0.219909 -0.638 -0.479 -0.044 0.1788
H -0.802492 -0.517236 -1.866435 -1.171 -0.317 -0.076 -0.0169
H -1.268793 -2.015528 -0.787432 -0.577 0.295 -0.091 -0.0126
H 0.261171 -1.812161 -1.631239 -0.195 -0.328 0.113 -0.0159
H -3.023887 0.938675 -0.518051 0.489 0.458 -0.134 0.0154
H -1.554676 0.947230 -0.072111 0.044 0.511 -0.476 -0.1007
O -2.225734 1.497136 -0.576199 -0.458 -0.836 0.569 -0.1736
H -1.695459 -1.697360 4.016712 0.523 0.671 0.169 0.0203
H -2.446266 -2.647029 3.180543 0.100 -0.247 0.303 0.0387
O -2.089154 -2.560021 4.078254 -0.565 -0.405 -0.526 -0.0691
H 3.544893 1.515384 0.963555 0.225 0.268 -0.582 0.0338
H 3.406749 1.294193 -0.525379 -0.069 0.402 -0.057 0.0038
O 3.901523 1.837464 0.113380 -0.289 -0.590 0.576 -0.1053
H 1.364979 2.376315 -1.877991 -0.193 0.277 0.202 0.0214
H 1.181193 0.900124 -1.515710 -0.077 -0.031 0.477 -0.0967
O 1.711687 1.508286 -2.068220 0.416 -0.308 -0.525 -0.1263
```
Positions in Å, forces in eV/Å.

**Relative energy (zero: lowest compared OMol25 entry of this formula, charge and spin)**: 16.1 kcal per mole
**Frontier orbital gap**: 6.918 eV
**Maximum force**: 2.526 eV/Å
**Net charge**: -1

Entry 7:
DFT (wB97M-V/def2-TZVPD) results for a structure of composition CH12Ba3O9 in a non-equilibrium geometry.

XYZ file:
```
25
Properties=species:S:1:pos:R:3:forces:R:3:lowdin_charge:R:1
Ba 16.115044 -12.987689 -16.037991 1.170 -0.293 0.502 2.0781
Ba 17.067949 -17.890692 -20.820971 0.253 0.537 0.476 2.0387
Ba 13.257855 -13.306590 -19.363350 0.418 0.139 -1.161 2.0323
C 16.345476 -15.186716 -19.053464 0.248 -0.703 -0.060 -0.9324
O 16.462353 -15.156399 -20.334376 -0.419 -0.429 0.283 -0.2332
O 15.623420 -14.274445 -18.439141 -0.632 0.966 0.201 -0.4865
O 16.868049 -16.115760 -18.363368 -0.647 -0.112 -0.676 -0.1475
O 16.399468 -11.505730 -18.427091 -0.364 -0.603 -0.084 -0.1901
H 16.433377 -12.327259 -18.946656 0.233 0.203 -0.141 -0.0198
H 16.799897 -10.829979 -19.004580 0.004 0.074 0.466 0.1088
O 16.268456 -15.661914 -15.445683 -0.101 0.429 -0.615 -0.1970
H 16.495848 -16.454888 -14.930980 -0.109 0.327 0.190 0.1071
H 16.287874 -15.954441 -16.375709 0.304 -0.308 0.189 -0.0132
O 19.072962 -13.832364 -20.125975 -0.460 -0.122 0.141 -0.0315
H 18.250736 -14.328671 -20.236649 0.466 0.044 -0.359 -0.0310
H 19.721527 -14.212671 -20.734039 0.012 0.225 0.131 0.0672
O 14.012250 -16.721654 -17.604944 -0.048 0.426 -0.598 -0.0170
H 14.881517 -16.332371 -17.769527 -0.036 -0.188 0.214 -0.0333
H 13.474586 -16.008117 -17.245383 -0.093 -0.403 0.419 0.0277
O 15.231661 -12.826647 -21.245707 0.042 -0.358 0.853 -0.1994
H 15.755890 -13.642809 -21.058653 0.058 0.132 -0.269 0.0010
H 15.881659 -12.185563 -21.579682 -0.410 0.002 -0.224 0.0976
O 19.456997 -15.955995 -17.151385 -0.355 0.038 0.095 -0.0415
H 18.606822 -15.978096 -17.607345 0.210 -0.097 0.125 -0.0397
H 19.372116 -16.581281 -16.418532 0.257 0.075 -0.098 0.0548
```
Positions in Å, forces in eV/Å.

**Relative energy (zero: lowest compared OMol25 entry of this formula, charge and spin)**: 58.7 kcal per mole
**Frontier orbital gap**: 7.624 eV
**Maximum force**: 1.306 eV/Å
**Net charge**: +4

Entry 8:
DFT (wB97M-V/def2-TZVPD) results for a structure of composition CH12BaO9 in a non-equilibrium geometry.

XYZ file:
```
23
Properties=species:S:1:pos:R:3:forces:R:3:lowdin_charge:R:1
Ba -0.831939 0.413259 -0.563248 0.260 -0.769 -0.112 1.1413
C 0.794522 -4.321689 -1.767557 2.293 -2.921 0.403 -1.0510
O -0.330903 -3.887622 -1.963555 -3.967 1.543 -0.810 0.0294
O 1.003986 -5.574877 -2.002458 -0.058 1.379 0.143 0.0016
O 1.644372 -3.543128 -1.304551 1.554 0.818 0.520 -0.0181
O 3.459686 0.559070 1.155875 -0.286 0.211 -0.104 -0.0768
H 3.581764 -0.386938 1.075862 0.013 -0.365 -0.101 0.0357
H 4.146926 0.839459 1.760288 0.159 0.109 0.139 0.0283
O -1.251969 3.165243 2.897539 0.001 -0.267 -0.240 -0.0862
H -0.576128 3.491811 3.491533 0.247 0.048 0.146 0.0315
H -1.983052 3.773075 3.008457 -0.242 0.147 0.002 0.0302
O -4.433830 -1.343801 1.402274 0.174 0.266 -0.194 -0.0857
H -4.802629 -1.000900 2.216301 -0.084 0.118 0.212 0.0277
H -4.613083 -2.283512 1.434701 0.022 -0.312 -0.085 0.0355
O 0.560552 4.401836 -2.260358 -0.156 -0.286 0.116 -0.0833
H 1.402924 4.466678 -2.710288 0.257 -0.046 -0.123 0.0313
H 0.268046 5.308429 -2.166799 -0.132 0.233 0.049 0.0303
O 0.825777 0.348096 -5.015123 -0.170 0.137 0.275 -0.0734
H 0.994483 1.156806 -5.498606 0.011 0.210 -0.126 0.0241
H 1.336742 -0.317715 -5.475402 0.111 -0.321 -0.033 0.0362
O -0.385551 -1.681339 3.711594 -0.036 0.189 -0.254 -0.0668
H -0.385436 -1.047981 4.429292 0.012 0.184 0.173 0.0248
H -0.425261 -2.534261 4.144228 0.016 -0.306 0.005 0.0332
```
Positions in Å, forces in eV/Å.

**Relative energy (zero: lowest compared OMol25 entry of this formula, charge and spin)**: 187.2 kcal per mole
**Frontier orbital gap**: 2.569 eV
**Maximum force**: 4.333 eV/Å